Molecular formula: C28H67ClN17O30S2
Method: DFT, wB97M-V/def2-TZVPD

**F_max**: 5.98 eV/A
**Charge**: +1
**Energy**: -151019.325 eV

```
145
Properties=species:S:1:pos:R:3:mulliken_charge:R:1
C 5.7183 -2.6511 2.3695 -0.93
C 5.3699 -1.1070 1.9612 0.18
N 5.7617 -0.2538 3.1431 0.12
C 6.6393 0.8943 2.7529 -0.40
C 8.0534 0.4290 2.0857 -0.73
C 4.4720 0.1991 3.7283 -0.08
S 3.8824 -0.7357 5.0211 -0.19
S 3.5195 1.6684 3.0845 -0.03
C 2.1023 2.0577 4.2214 -0.85
C 0.7246 2.3959 3.4298 0.16
C -0.5734 1.7026 4.0858 -0.92
C -1.4936 0.8964 3.0581 0.36
N -2.9310 1.1153 3.2141 -0.03
C -3.5547 0.2664 2.2041 -0.49
Cl -5.3640 0.0935 1.9309 -0.10
C -2.4181 -0.4675 1.4252 0.43
O -2.6448 -1.4116 0.3745 -0.49
N -1.1240 -0.0333 1.9993 0.44
C 0.2541 -0.4791 1.6237 -0.60
C 0.9070 0.2873 0.3640 -0.29
C 0.0479 1.5203 -0.2162 -0.20
O 0.3723 1.6050 -1.6530 -0.58
H 5.8185 -3.3354 1.4434 0.13
H 6.6881 -2.6677 3.0032 0.26
H 4.8780 -3.0121 3.0630 0.31
H 5.8617 -0.7890 0.9673 0.24
H 4.2319 -1.0464 1.8064 -0.14
H 6.1342 1.6048 2.0065 0.30
H 6.8948 1.5233 3.6844 0.29
H 8.0784 -0.6981 1.8391 0.23
H 8.1246 0.9621 1.0556 0.19
H 8.9664 0.7623 2.6902 0.26
H 2.3815 2.9872 4.8452 0.35
H 1.8660 1.2204 4.9665 0.37
H 0.6073 3.5491 3.4949 0.49
H 0.8203 2.1482 2.3152 -0.45
H -0.2769 1.0444 4.9962 0.38
H -1.2288 2.5499 4.5282 0.31
H -3.4090 1.7474 3.8892 0.34
H -3.4468 -1.0889 -0.1091 0.38
H 0.9018 -0.4109 2.5759 0.27
H 0.1883 -1.6057 1.3640 0.34
H 1.9189 0.7335 0.7201 0.20
H 1.0578 -0.4698 -0.4842 0.35
H -1.0861 1.3894 -0.1712 0.11
H 0.4233 2.5135 0.2399 0.25
H 1.3208 1.8850 -1.7264 0.35
C 7.4943 -3.6202 -1.5347 -0.80
N 6.3493 -2.6952 -1.3294 1.07
O 6.6065 -1.5560 -0.9731 -0.60
O 5.2293 -3.1453 -1.5332 -0.56
H 8.4194 -3.0881 -1.3178 0.35
H 7.3643 -4.4606 -0.8529 0.25
H 7.4721 -3.9462 -2.5741 0.31
C 4.2574 -3.1473 -5.2036 -0.76
N 5.7355 -3.1084 -5.3510 0.71
O 6.1838 -2.7788 -6.4373 -0.48
O 6.3960 -3.4104 -4.3687 -0.44
H 3.8026 -2.8572 -6.1495 0.33
H 3.9805 -4.1674 -4.9390 0.26
H 3.9876 -2.4463 -4.4140 0.28
C -8.6580 0.3079 1.6353 -0.76
N -9.8112 1.2250 1.8287 0.94
O -9.5656 2.3678 2.1822 -0.55
O -10.9228 0.7652 1.6189 -0.53
H -7.7385 0.8496 1.8565 0.29
H -8.7859 -0.5309 2.3192 0.39
H -8.6709 -0.0227 0.5970 0.30
C -4.3064 -2.0946 4.4652 -0.11
N -4.8692 -2.4282 5.7991 0.96
O -6.0241 -2.0974 6.0186 -0.54
O -4.1310 -3.0103 6.5782 -0.56
H -5.0689 -1.5818 3.8799 0.02
H -3.4430 -1.4483 4.6252 0.18
H -4.0178 -3.0308 3.9865 0.18
C 8.4097 -0.5125 -5.6035 -0.16
N 8.9246 -0.1004 -4.2720 0.98
O 10.0685 -0.4233 -3.9865 -0.56
O 8.1619 0.5350 -3.5562 -0.58
H 9.1864 -1.0637 -6.1251 0.33
H 7.5366 -1.1421 -5.4373 -0.17
H 8.1477 0.3937 -6.1496 0.28
C -2.8688 -6.8145 2.8918 -0.78
N -3.9104 -5.7902 2.6164 0.86
O -4.0953 -4.9315 3.4675 -0.60
O -4.5088 -5.8807 1.5565 -0.50
H -2.4233 -6.6097 3.8640 0.33
H -3.3569 -7.7887 2.8885 0.30
H -2.1214 -6.7435 2.1019 0.30
C -13.6586 2.1023 0.9278 -0.77
N -14.7096 3.1197 0.6619 0.88
O -14.8940 3.9740 1.5170 -0.51
O -15.3133 3.0266 -0.3956 -0.53
H -13.2082 2.3071 1.8973 0.32
H -14.1394 1.1244 0.9250 0.32
H -12.9168 2.1808 0.1340 0.29
C -15.6552 5.9350 -1.7698 -0.71
N -16.0011 7.0774 -2.6559 0.85
O -17.1859 7.3329 -2.8052 -0.51
O -15.0696 7.6778 -3.1708 -0.52
H -16.5744 5.4976 -1.3842 0.33
H -15.1050 5.2098 -2.3683 0.28
H -15.0426 6.3236 -0.9568 0.28
C 10.7884 1.7522 -8.8542 -0.60
N 10.0220 0.9495 -7.8655 0.98
O 10.4492 -0.1608 -7.5961 -0.57
O 9.0131 1.4698 -7.3948 -0.64
H 11.6493 1.1729 -9.1849 0.35
H 10.1239 1.9659 -9.6893 0.21
H 11.1068 2.6666 -8.3584 0.24
C 11.9238 3.1019 0.8246 -0.75
N 11.1499 2.3302 1.8320 0.83
O 11.5593 1.2169 2.1216 -0.50
O 10.1569 2.8698 2.2975 -0.48
H 12.7733 2.5030 0.5004 0.31
H 11.2574 3.3111 -0.0119 0.29
H 12.2599 4.0216 1.3026 0.29
C 7.7433 4.9298 -8.9017 -0.64
N 9.1010 5.1534 -9.4636 0.85
O 9.9219 4.2563 -9.3224 -0.51
O 9.2964 6.2175 -10.0252 -0.51
H 7.7145 3.9464 -8.4338 0.20
H 7.5589 5.7125 -8.1665 0.28
H 7.0331 4.9860 -9.7262 0.29
C 4.9529 -7.1744 -1.1895 -0.67
N 6.4308 -7.1359 -1.3416 0.88
O 6.8741 -6.8071 -2.4313 -0.50
O 7.0938 -7.4366 -0.3612 -0.51
H 4.4952 -6.8854 -2.1342 0.27
H 4.6765 -8.1942 -0.9228 0.30
H 4.6854 -6.4723 -0.4003 0.24
C -15.5972 5.1458 4.3746 -0.62
N -15.0857 5.5698 5.7045 0.87
O -13.9398 5.2555 5.9913 -0.52
O -15.8518 6.2030 6.4138 -0.53
H -14.8144 4.5957 3.8560 0.27
H -16.4669 4.5115 4.5437 0.28
H -15.8655 6.0464 3.8231 0.27
C -7.2946 -4.9727 1.3105 -0.70
N -8.4350 -4.0377 1.4999 0.89
O -8.1716 -2.8942 1.8528 -0.53
O -9.5511 -4.4793 1.2893 -0.52
H -6.3693 -4.4463 1.5321 0.25
H -7.4366 -5.8079 1.9957 0.29
H -7.3103 -5.3050 0.2728 0.31
```



Molecular formula: C28H69F3O13Si
Method: DFT, wB97M-V/def2-TZVPD

**SMILES**: FC(F)(F)COCC[SiH3].COCCOC.COCCOC.COCCOC.COCCOC.COCCOC.COCCOC
**F_max**: 3.00 eV/A
**Charge**: 0
**Relative energy (zero: lowest compared OMol25 entry of this formula, charge and spin)**: 28.0 kcal per mole
**Energy**: -72793.453 eV

```
114
Properties=species:S:1:pos:R:3:mulliken_charge:R:1
F 3.9096 3.4091 0.8828 -0.27
C 3.1411 4.5931 0.9980 0.86
F 4.0624 5.6462 1.1400 -0.28
F 2.3319 4.4999 2.1458 -0.24
C 2.1613 4.8080 -0.2703 -0.63
O 0.8088 4.5384 0.1011 -0.11
C -0.1093 5.4751 -0.5045 -0.64
C -1.4503 5.6832 0.3810 -0.55
Si -2.7104 4.2451 0.1908 0.49
H 2.3539 5.8653 -0.6259 0.35
H 2.5597 4.1092 -1.0866 0.24
H 0.3634 6.5208 -0.5574 0.36
H -0.3658 5.2085 -1.5902 0.31
H -1.1472 5.6821 1.4871 0.30
H -1.9565 6.6791 0.1307 0.24
H -2.2205 2.9679 0.7470 -0.13
H -3.9118 4.5771 0.9965 -0.20
H -3.1766 4.0234 -1.1785 -0.17
C -2.0692 1.4242 4.0974 -0.86
O -1.1429 1.9323 3.1483 -0.06
C 0.1347 2.1872 3.7131 -0.75
C 1.1194 1.0931 3.3468 0.19
O 0.7861 -0.1463 3.9675 -0.44
C 0.1520 -1.0462 3.0681 -0.61
H -2.9486 1.0687 3.5571 0.23
H -1.6502 0.5918 4.6673 0.31
H -2.3777 2.2222 4.7810 0.30
H 0.0693 2.3139 4.7986 0.40
H 0.4872 3.1301 3.2854 0.20
H 2.1106 1.3763 3.7173 0.39
H 1.1860 0.9810 2.2601 -0.11
H 0.8873 -1.4422 2.3601 0.11
H -0.6647 -0.5670 2.5227 0.25
H -0.2554 -1.8765 3.6461 0.40
C 3.0203 -2.0957 4.1705 -0.70
O 2.3201 -3.3335 4.1644 -0.30
C 3.1472 -4.4233 3.7666 -0.50
C 3.5945 -5.2462 4.9676 -0.56
O 4.4826 -4.5064 5.8007 -0.37
C 3.8399 -4.0013 6.9618 -0.68
H 2.3988 -1.3558 4.6708 0.21
H 3.9713 -2.1703 4.7037 0.50
H 3.1980 -1.7648 3.1409 0.21
H 4.0094 -4.0705 3.1916 0.33
H 2.5427 -5.0589 3.1116 0.36
H 4.1494 -6.1191 4.6078 0.37
H 2.7324 -5.6076 5.5380 0.33
H 3.6462 -4.8187 7.6641 0.33
H 2.9035 -3.4931 6.7198 0.27
H 4.5117 -3.2854 7.4375 0.24
C -4.7360 -1.4142 -0.3962 -0.71
O -3.7986 -0.9110 -1.3366 -0.43
C -2.5201 -0.6719 -0.7520 -0.32
C -1.5334 -1.7776 -1.1034 -0.25
O -1.8957 -3.0124 -0.4903 -0.32
C -2.5175 -3.9067 -1.4021 -0.75
H -5.6134 -1.7625 -0.9442 0.26
H -4.3275 -2.2507 0.1754 0.30
H -5.0444 -0.6154 0.2864 0.30
H -2.6024 -0.5512 0.3331 0.20
H -2.1511 0.2705 -1.1683 0.32
H -0.5481 -1.5049 -0.7103 0.14
H -1.4424 -1.8917 -2.1889 0.36
H -1.7689 -4.3114 -2.0906 0.23
H -3.3163 -3.4219 -1.9685 0.36
H -2.9474 -4.7313 -0.8312 0.26
C -5.1755 9.7115 -4.3267 -0.69
O -5.8896 8.4839 -4.3500 -0.37
C -5.0641 7.3837 -4.7233 -0.63
C -4.6595 6.5577 -3.5094 -0.44
O -3.7859 7.2894 -2.6526 -0.33
C -4.4547 7.8034 -1.5101 -0.81
H -5.8043 10.4610 -3.8430 0.24
H -4.2413 9.6265 -3.7668 0.28
H -4.9647 10.0394 -5.3498 0.33
H -4.1824 7.7256 -5.2747 0.34
H -5.6572 6.7542 -5.3937 0.37
H -4.1051 5.6781 -3.8526 0.37
H -5.5408 6.2070 -2.9625 0.36
H -4.6765 6.9880 -0.8133 0.29
H -5.3785 8.3215 -1.7773 0.42
H -3.7889 8.5128 -1.0157 0.24
C 1.5478 -9.1452 -2.5129 -0.71
O 2.1546 -8.1494 -3.3241 -0.39
C 1.2527 -7.6117 -4.2876 -0.63
C 0.7334 -6.2459 -3.8581 -0.21
O -0.1058 -6.3480 -2.7109 -0.38
C 0.5613 -5.9631 -1.5172 -0.74
H 2.2197 -9.3609 -1.6804 0.25
H 0.5894 -8.8107 -2.1095 0.30
H 1.4047 -10.0624 -3.0935 0.33
H 0.4250 -8.3025 -4.4770 0.33
H 1.8148 -7.4960 -5.2194 0.40
H 0.1189 -5.8345 -4.6659 0.40
H 1.5605 -5.5511 -3.6776 0.11
H 0.6861 -4.8753 -1.4974 0.23
H 1.5356 -6.4484 -1.4213 0.44
H -0.0592 -6.2575 -0.6696 0.27
C 3.8450 -3.0532 -1.1495 -0.57
O 4.4216 -2.0472 -1.9707 -0.42
C 3.4900 -1.5127 -2.9069 -0.38
C 2.9694 -0.1542 -2.4562 -0.66
O 2.1624 -0.2719 -1.2883 -0.18
C 2.8564 0.1132 -0.1093 0.28
H 4.5404 -3.2673 -0.3360 0.23
H 2.8942 -2.7296 -0.7190 0.18
H 3.6950 -3.9687 -1.7315 0.36
H 2.6638 -2.2105 -3.0784 0.12
H 4.0263 -1.3868 -3.8526 0.42
H 2.3298 0.2556 -3.2452 0.40
H 3.7940 0.5478 -2.2935 0.39
H 2.9690 1.2015 -0.0841 0.09
H 3.8377 -0.3626 -0.0411 0.35
H 2.2618 -0.1941 0.7520 -0.55
```



no.,highest occupied orbital energy (eV)
1,-10.73
2,-9.03